Entry 1:
The following is a DFT calculation (wB97M-V/def2-TZVPD) of 16 unconnected molecules or ions with the total composition C35H75F9N30O18S at a distorted geometry.

Atoms and positions in Å:
C1 -4.465 -1.260 2.868
C2 -5.491 -0.229 2.223
C3 -4.838 0.245 0.872
C4 -3.905 -0.611 0.129
C5 -3.310 -0.095 -1.086
C6 -3.668 1.263 -1.522
C7 -4.619 2.115 -0.831
C8 -5.219 1.596 0.395
O1 -6.130 2.350 1.141
C9 -2.953 1.774 -2.811
O2 -3.509 2.439 -3.656
C10 -1.443 1.355 -2.904
C11 -0.457 2.301 -3.380
C12 0.958 1.862 -3.411
C13 2.050 2.892 -3.891
C14 1.752 4.256 -3.139
C15 3.067 5.102 -2.843
F1 2.625 6.425 -2.774
F2 3.874 4.894 -3.953
C16 3.720 4.596 -1.505
F3 4.359 3.410 -1.817
F4 2.822 4.270 -0.529
S1 5.011 5.729 -0.726
F5 3.916 6.842 -0.283
F6 4.779 4.985 0.726
F7 6.187 4.616 -1.043
F8 5.367 6.468 -2.129
F9 6.152 6.641 -0.007
C17 1.297 0.507 -3.005
C18 0.287 -0.459 -2.519
C19 -1.092 -0.013 -2.471
C20 -2.276 -0.888 -1.941
O3 -2.382 -2.070 -2.176
H1 -3.411 -0.914 2.672
H2 -4.661 -2.254 2.399
H3 -4.612 -1.259 3.980
H4 -6.521 -0.637 2.094
H5 -5.509 0.676 2.890
H6 -3.633 -1.628 0.493
H7 -4.839 3.125 -1.239
H8 -5.633 3.135 1.435
H9 -0.795 3.314 -3.687
H10 1.887 2.999 -4.999
H11 3.049 2.458 -3.680
H12 1.182 4.896 -3.874
H13 1.090 4.159 -2.247
H14 2.356 0.151 -3.010
H15 0.573 -1.483 -2.191
C21 6.480 9.091 -5.401
O4 6.806 9.915 -6.246
N1 5.221 8.574 -5.327
N2 7.339 8.620 -4.467
H16 4.936 7.899 -4.642
H17 4.550 8.896 -6.002
H18 8.284 8.979 -4.486
H19 7.089 7.946 -3.768
C22 -3.590 -4.911 0.541
O5 -4.297 -4.040 1.019
N3 -3.593 -6.196 1.003
N4 -2.738 -4.680 -0.494
H20 -3.020 -6.928 0.624
H21 -4.212 -6.407 1.768
H22 -2.706 -3.740 -0.865
H23 -2.149 -5.383 -0.901
C23 -5.739 4.068 -6.669
O6 -6.527 3.149 -6.541
N5 -5.844 4.991 -7.671
N6 -4.687 4.257 -5.827
H24 -5.208 5.755 -7.795
H25 -6.609 4.884 -8.313
H26 -4.574 3.597 -5.073
H27 -4.029 5.009 -5.917
C24 4.268 0.386 -6.057
O7 3.970 1.214 -5.198
N7 5.300 0.561 -6.907
N8 3.580 -0.778 -6.217
H28 5.563 -0.102 -7.610
H29 5.832 1.408 -6.814
H30 2.804 -0.941 -5.599
H31 3.805 -1.467 -6.909
C25 10.381 10.692 -3.479
O8 9.598 9.770 -3.303
N9 10.247 11.576 -4.502
N10 11.450 10.910 -2.665
H32 10.876 12.339 -4.666
H33 9.465 11.444 -5.124
H34 11.579 10.274 -1.898
H35 12.103 11.659 -2.792
C26 7.606 -0.321 -4.420
O9 7.475 -0.226 -5.630
N11 8.662 -0.960 -3.843
N12 6.704 0.205 -3.546
H36 8.786 -1.049 -2.852
H37 9.347 -1.361 -4.459
H38 5.908 0.687 -3.938
H39 6.791 0.139 -2.549
C27 0.147 -0.567 1.433
O10 -0.974 -1.002 1.223
N13 0.925 -1.022 2.450
N14 0.714 0.408 0.666
H40 1.848 -0.684 2.643
H41 0.537 -1.743 3.033
H42 0.166 0.768 -0.098
H43 1.633 0.777 0.822
C28 -6.924 0.839 5.923
O11 -7.130 0.067 4.998
N15 -6.320 2.050 5.746
N16 -7.275 0.564 7.204
H44 -6.143 2.697 6.492
H45 -6.045 2.292 4.811
H46 -7.722 -0.319 7.376
H47 -7.113 1.188 7.976
C29 0.831 -4.952 2.116
O12 1.173 -4.104 1.306
N17 -0.438 -5.446 2.163
N18 1.681 -5.475 3.040
H48 -0.743 -6.141 2.818
H49 -1.097 -5.080 1.495
H50 2.626 -5.135 3.037
H51 1.419 -6.173 3.716
C30 -4.687 -7.257 -3.217
O13 -5.064 -8.318 -2.739
N19 -4.348 -6.186 -2.449
N20 -4.573 -7.056 -4.557
H52 -4.036 -5.307 -2.820
H53 -4.420 -6.297 -1.453
H54 -4.814 -7.824 -5.156
H55 -4.263 -6.194 -4.969
C31 3.251 -7.870 5.716
O14 2.414 -6.981 5.610
N21 4.459 -7.674 6.297
N22 3.038 -9.135 5.259
H56 5.161 -8.394 6.394
H57 4.654 -6.753 6.648
H58 2.153 -9.321 4.821
H59 3.709 -9.876 5.336
C32 -7.457 3.628 10.139
O15 -7.664 2.854 9.215
N23 -6.854 4.836 9.964
N24 -7.814 3.342 11.415
H60 -6.677 5.483 10.709
H61 -6.577 5.080 9.030
H62 -8.263 2.454 11.578
H63 -7.656 3.957 12.191
C33 8.122 -8.578 6.732
O16 6.990 -8.986 6.512
N25 8.883 -9.050 7.753
N26 8.711 -7.617 5.972
H64 9.813 -8.729 7.950
H65 8.478 -9.761 8.336
H66 8.176 -7.245 5.207
H67 9.637 -7.268 6.134
C34 -1.428 -6.881 -6.278
O17 -2.130 -6.004 -5.806
N27 -1.436 -8.157 -5.803
N28 -0.577 -6.661 -7.319
H68 -0.869 -8.895 -6.174
H69 -2.054 -8.355 -5.033
H70 -0.545 -5.730 -7.695
H71 0.008 -7.369 -7.721
C35 -10.430 0.109 9.360
O18 -9.825 0.113 10.423
N29 -10.426 1.170 8.513
N30 -11.160 -0.961 8.936
H72 -10.915 1.189 7.637
H73 -9.895 1.979 8.795
H74 -11.186 -1.765 9.538
H75 -11.663 -0.986 8.069

Its calculated total energy is -154374.8652 eV.

Entry 2:
The following is a DFT calculation (wB97M-V/def2-TZVPD) of 6 unconnected molecules or ions with the total composition C35H76BrClN2O7P at a distorted geometry.

Atoms and positions in Å:
C1 -2.789 0.284 1.481
C2 -2.555 1.163 0.513
C3 -2.159 2.261 -0.591
P1 -0.578 3.283 -0.179
C4 -1.513 3.588 1.506
C5 -0.935 3.099 2.764
C6 0.588 4.733 0.336
C7 0.408 6.029 -0.648
C8 0.513 5.968 -2.250
N1 0.130 7.240 -0.124
O1 0.319 2.857 -1.636
C9 1.536 2.166 -1.275
N2 2.299 1.463 -2.390
C10 3.720 1.913 -2.257
C11 4.706 1.319 -3.420
C12 1.061 1.144 -0.065
Br1 0.178 -0.311 -1.106
C13 2.178 0.640 0.982
C14 2.639 -0.906 0.778
C15 1.701 -1.973 1.560
Cl1 4.318 -1.030 1.613
O2 0.236 2.032 0.761
H1 -2.864 -0.745 2.009
H2 -3.030 2.973 -0.872
H3 -1.911 1.685 -1.576
H4 -1.298 4.349 -0.880
H5 -2.544 4.119 1.548
H6 0.161 3.434 2.953
H7 -1.502 2.447 3.517
H8 0.350 5.129 1.404
H9 1.707 4.453 0.359
H10 1.495 5.502 -2.646
H11 0.431 7.011 -2.737
H12 -0.403 5.346 -2.616
H13 0.067 7.164 0.902
H14 2.388 2.732 -0.747
H15 1.888 1.711 -3.307
H16 3.832 3.072 -2.327
H17 4.148 1.496 -1.255
H18 5.220 0.390 -2.985
H19 4.142 1.132 -4.403
H20 5.542 2.116 -3.579
H21 1.830 0.721 2.092
H22 3.164 1.264 0.940
H23 2.829 -1.187 -0.320
H24 0.592 -1.934 1.239
H25 1.714 -1.847 2.706
H26 2.072 -3.039 1.280
C16 -3.796 -3.866 -2.763
C17 -2.398 -3.542 -3.257
O3 -1.464 -3.314 -2.208
C18 -1.250 -4.392 -1.307
C19 -0.722 -5.648 -1.976
H27 -4.172 -3.062 -2.123
H28 -4.479 -3.990 -3.609
H29 -3.819 -4.787 -2.178
H30 -2.435 -2.620 -3.844
H31 -2.025 -4.321 -3.932
H32 -2.163 -4.598 -0.740
H33 -0.509 -4.045 -0.580
H34 -1.428 -6.049 -2.708
H35 -0.535 -6.426 -1.231
H36 0.212 -5.437 -2.506
C20 4.498 -5.358 -0.912
C21 3.985 -5.494 0.510
O4 2.616 -5.881 0.587
C22 2.280 -7.131 -0.002
C23 3.012 -8.310 0.614
H37 3.895 -4.636 -1.469
H38 5.538 -5.020 -0.911
H39 4.455 -6.306 -1.454
H40 4.061 -4.523 1.007
H41 4.606 -6.186 1.091
H42 2.432 -7.091 -1.085
H43 1.204 -7.267 0.151
H44 4.094 -8.233 0.479
H45 2.683 -9.246 0.153
H46 2.820 -8.361 1.690
C24 8.603 5.731 0.512
C25 7.623 5.694 -0.647
O5 7.264 4.375 -1.045
C26 6.634 3.569 -0.057
C27 5.329 4.149 0.459
H47 9.513 5.177 0.263
H48 8.875 6.765 0.747
H49 8.184 5.283 1.415
H50 8.089 6.164 -1.518
H51 6.724 6.279 -0.426
H52 7.328 3.364 0.764
H53 6.426 2.603 -0.531
H54 5.478 5.111 0.954
H55 4.868 3.469 1.181
H56 4.629 4.311 -0.366
C28 -3.431 -5.725 4.277
C29 -3.435 -4.237 4.581
O6 -3.432 -3.419 3.418
C30 -4.536 -3.575 2.535
C31 -5.877 -3.267 3.178
H57 -2.565 -5.987 3.661
H58 -3.391 -6.303 5.204
H59 -4.325 -6.031 3.730
H60 -2.526 -3.989 5.137
H61 -4.275 -3.968 5.231
H62 -4.529 -4.576 2.093
H63 -4.375 -2.875 1.708
H64 -6.097 -3.945 4.005
H65 -6.682 -3.361 2.445
H66 -5.884 -2.249 3.580
C32 -6.232 1.853 0.019
C33 -6.238 3.339 0.326
O7 -6.238 4.161 -0.839
C34 -7.343 4.004 -1.718
C35 -8.683 4.308 -1.072
H67 -5.367 1.592 -0.598
H68 -6.189 1.273 0.946
H69 -7.127 1.545 -0.527
H70 -5.328 3.589 0.880
H71 -7.078 3.607 0.977
H72 -7.335 3.003 -2.161
H73 -7.183 4.705 -2.544
H74 -8.901 3.628 -0.246
H75 -9.490 4.214 -1.804
H76 -8.691 5.326 -0.669

As for the total charge: -1. The energy above the lowest of the compared OMol25 structures with the same formula, charge and spin is 619.03 kJ/mol. Its calculated total energy is -146683.4674 eV.

Entry 3:
The following is a DFT calculation (wB97M-V/def2-TZVPD) of 3 unconnected molecules or ions with the total composition C35H77FIN6O6S2 at a distorted geometry.

Atoms and positions in Å:
C1 -0.625 0.042 3.542
C2 -1.558 1.108 2.969
C3 -1.816 0.813 1.499
C4 -2.651 1.880 0.799
N1 -2.231 2.176 -0.603
C5 -2.847 3.429 -1.072
C6 -1.928 4.572 -0.701
C7 -0.556 4.277 -1.339
C8 0.048 5.526 -1.931
N2 1.233 5.276 -2.831
C9 0.797 4.808 -4.173
C10 0.625 3.281 -4.370
O1 1.405 2.914 -5.486
C11 -0.871 2.969 -4.631
N3 -1.200 3.058 -6.066
N4 1.027 2.487 -3.206
I1 1.253 0.493 -3.790
C12 2.264 2.915 -2.497
C13 2.431 2.057 -1.234
C14 1.203 1.759 -0.388
F1 1.235 2.535 0.782
C15 2.395 4.456 -2.254
C16 3.627 4.930 -3.042
C17 2.561 4.896 -0.793
C18 3.974 4.786 -0.170
C19 4.764 6.089 -0.186
O2 3.804 4.480 1.219
C20 -2.405 1.080 -1.465
S1 -1.300 -0.108 -1.588
S2 -3.923 0.993 -2.366
C21 -3.451 0.025 -3.810
C22 -3.735 -1.482 -3.708
C23 -2.574 -2.342 -4.238
H1 -1.020 -0.941 3.300
H2 -0.548 0.107 4.621
H3 0.355 0.103 3.073
H4 -1.100 2.090 3.082
H5 -2.501 1.062 3.513
H6 -2.289 -0.160 1.390
H7 -0.860 0.763 0.984
H8 -2.526 2.810 1.352
H9 -3.719 1.652 0.823
H10 -2.889 3.386 -2.156
H11 -3.868 3.582 -0.718
H12 -2.376 5.483 -1.098
H13 -1.829 4.664 0.377
H14 -0.711 3.509 -2.085
H15 0.083 3.929 -0.537
H16 0.298 6.227 -1.143
H17 -0.695 6.034 -2.542
H18 1.656 6.189 -2.991
H19 1.517 5.164 -4.900
H20 -0.141 5.292 -4.418
H21 1.177 3.452 -6.250
H22 -1.497 3.665 -4.069
H23 -1.107 1.978 -4.256
H24 -1.527 3.995 -6.273
H25 -2.004 2.469 -6.244
H26 3.102 2.634 -3.134
H27 3.191 2.462 -0.574
H28 2.841 1.102 -1.546
H29 1.214 0.719 -0.073
H30 0.255 1.935 -0.884
H31 3.875 5.961 -2.801
H32 4.476 4.289 -2.842
H33 3.458 4.874 -4.116
H34 2.282 5.943 -0.688
H35 1.903 4.339 -0.140
H36 4.544 3.969 -0.611
H37 5.753 5.919 -0.609
H38 4.301 6.864 -0.788
H39 4.921 6.428 0.831
H40 3.297 3.667 1.318
H41 -3.992 0.453 -4.652
H42 -2.392 0.182 -3.990
H43 -3.899 -1.748 -2.670
H44 -4.624 -1.717 -4.285
H45 -2.031 -2.806 -3.420
H46 -2.928 -3.132 -4.894
H47 -1.852 -1.755 -4.802
C24 0.843 -1.859 0.662
O3 0.823 -2.373 -0.654
C25 1.976 -2.090 -1.431
C26 2.798 -3.337 -1.666
N5 3.425 -3.790 -0.434
C27 4.049 -5.109 -0.510
C28 3.156 -6.310 -0.799
O4 2.251 -6.627 0.240
C29 1.032 -5.911 0.236
H48 -0.158 -1.981 1.072
H49 1.551 -2.392 1.306
H50 1.091 -0.792 0.668
H51 2.582 -1.307 -0.961
H52 1.626 -1.712 -2.397
H53 3.580 -3.116 -2.400
H54 2.130 -4.090 -2.106
H55 2.730 -3.806 0.301
H56 4.541 -5.289 0.448
H57 4.836 -5.073 -1.269
H58 3.810 -7.180 -0.895
H59 2.621 -6.215 -1.752
H60 0.709 -5.665 -0.779
H61 1.096 -4.990 0.826
H62 0.276 -6.547 0.696
C30 -4.623 -4.615 7.491
O5 -3.368 -5.211 7.746
C31 -3.147 -6.443 7.070
C32 -2.088 -6.298 6.000
N6 -2.560 -5.476 4.894
C33 -1.532 -5.102 3.929
C34 -0.365 -4.247 4.409
O6 -0.717 -2.922 4.766
C35 -1.197 -2.753 6.088
H63 -4.740 -3.792 8.194
H64 -4.694 -4.216 6.472
H65 -5.440 -5.326 7.648
H66 -4.079 -6.827 6.647
H67 -2.792 -7.161 7.814
H68 -1.833 -7.291 5.618
H69 -1.191 -5.884 6.481
H70 -2.977 -4.633 5.267
H71 -2.028 -4.558 3.121
H72 -1.125 -6.020 3.490
H73 0.328 -4.149 3.567
H74 0.198 -4.723 5.220
H75 -0.733 -3.459 6.781
H76 -2.284 -2.854 6.144
H77 -0.943 -1.740 6.403

As for the total charge: +1. Its calculated total energy is -91247.3388 eV.

In eV, the orbital gap values for the records above are, in order, 7.725, 6.053, 7.067.
In eV, the HOMO energy values for the records above are, in order, -8.10, -3.89, -9.95.